No. 1
Here is a structure of composition C24H20ClF3LuP at a distorted geometry from OMol25. Energies are from the ωB97M-V functional and the def2-TZVPD basis.

```
50
C24H20ClF3LuP (the ωB97M-V functional and the def2-TZVPD basis)
C -0.9540 -1.4323 3.6697
C -0.8246 -2.0744 2.4004
C 0.5717 -2.2923 2.1766
H -1.6326 -2.3583 1.7513
C 1.2682 -1.7749 3.2989
C 0.3270 -1.2716 4.2388
H 0.5576 -0.7815 5.1676
H -1.8772 -1.0754 4.0915
H 1.0170 -2.7662 1.3198
H 2.3384 -1.7239 3.4004
Lu 0.1717 -0.1401 2.2380
Cl 2.0928 1.2312 2.3879
P 0.1829 0.1735 -0.0222
C 1.4184 -0.8680 -0.8963
C 1.1200 -1.5733 -2.0609
H 0.1200 -1.5505 -2.4686
C 2.1030 -2.3107 -2.7062
H 1.8560 -2.8577 -3.6065
C 3.3947 -2.3439 -2.2025
H 4.1601 -2.9185 -2.7071
C 3.7012 -1.6305 -1.0513
H 4.7088 -1.6420 -0.6578
C 2.7214 -0.8990 -0.3995
H 2.9648 -0.3369 0.4909
C -1.4204 -0.2943 -0.7635
C -1.8807 -1.6086 -0.6778
H -1.2472 -2.3782 -0.2585
C -3.1395 -1.9442 -1.1477
H -3.4798 -2.9695 -1.0871
C -3.9614 -0.9671 -1.6950
H -4.9470 -1.2277 -2.0574
C -3.5139 0.3429 -1.7716
H -4.1504 1.1102 -2.1912
C -2.2500 0.6803 -1.3101
H -1.9102 1.7035 -1.3683
C 0.5076 1.8399 -0.7165
C 1.0173 1.9602 -2.0089
H 1.2636 1.0782 -2.5825
C 1.2209 3.2118 -2.5669
H 1.6198 3.2929 -3.5693
C 0.9237 4.3551 -1.8376
H 1.0864 5.3331 -2.2719
C 0.4205 4.2386 -0.5508
H 0.1928 5.1245 0.0264
C 0.2141 2.9878 0.0128
H -0.1754 2.9033 1.0129
F -2.8298 0.7022 3.1746
C -1.6917 1.3823 2.7945
F -2.0802 2.1564 1.7250
F -1.2970 2.2013 3.8342
```

Calculated values
E_HOMO = -8.592 eV
LUMO = -0.0857 eV
Kohn-Sham gap = 8.51 eV

=====

No. 2
Here is a cluster of 2 separate species, C24H20F3N2O9S3 in total at a distorted geometry from OMol25. Energies are from the ωB97M-V functional and the def2-TZVPD basis.

```
61
C24H20F3N2O9S3 (the ωB97M-V functional and the def2-TZVPD basis)
F 0.6457 0.1216 4.3788
C 1.6402 -0.2280 3.5364
F 2.8275 -0.0710 4.1652
F 1.4968 -1.5409 3.2143
S 1.5312 0.8389 2.0473
N 2.9742 0.3251 1.2881
S 4.4946 1.3070 1.4346
C 5.5922 0.2885 2.4201
C 6.1390 0.8369 3.5833
C 7.0500 0.0797 4.3272
C 7.4323 -1.1918 3.8945
C 6.9058 -1.7047 2.7070
C 6.0023 -0.9537 1.9490
O 5.0256 1.3297 0.0995
O 4.1716 2.5014 2.1625
S 2.6846 -0.4064 -0.2520
C 1.2598 -1.3873 0.0886
C 1.4431 -2.7545 0.2778
C 0.3241 -3.5638 0.4728
C -0.9568 -3.0111 0.4484
C -1.1305 -1.6420 0.2202
C -0.0195 -0.8270 0.0147
O 2.2815 0.6015 -1.1911
O 3.7981 -1.2919 -0.4646
H 5.8444 1.8359 3.8911
H 7.4581 0.4941 5.2449
H 8.1452 -1.7767 4.4757
H 7.1968 -2.6897 2.3587
H 5.6116 -1.3290 1.0078
H 2.4571 -3.1471 0.2773
H 0.4755 -4.6273 0.6511
H -1.8275 -3.6448 0.6120
H -2.1231 -1.1915 0.2072
H -0.1430 0.2344 -0.2029
C -6.8861 0.5282 1.8054
C -5.8620 0.8802 0.7611
O -6.1408 0.0997 -0.4084
C -5.1875 0.3305 -1.3638
C -5.4285 -0.4708 -2.5356
C -4.8440 -0.2592 -3.8106
O -5.3118 -0.7710 -4.8449
C -3.6014 0.5934 -3.9196
C -2.5190 0.4149 -3.0459
C -1.3754 1.1992 -3.1562
C -1.3279 2.1901 -4.1582
N -0.2472 3.1185 -4.1817
O -0.2018 3.9601 -5.1098
O 0.6083 3.0728 -3.2710
C -2.3791 2.3394 -5.0822
C -3.5002 1.5273 -4.9649
O -4.2845 1.1276 -1.1345
H -6.6584 1.0611 2.7301
H -7.8902 0.8169 1.4846
H -6.8785 -0.5432 2.0206
H -5.9110 1.9501 0.5114
H -4.8511 0.6477 1.1231
H -6.3140 -1.0911 -2.5039
H -2.5655 -0.3513 -2.2758
H -0.5329 1.0835 -2.4809
H -2.2983 3.0971 -5.8563
H -4.3199 1.6341 -5.6778
```

Calculated values
Energy relative to the best compared isomer or geometry (same formula, charge and spin) = 0.0 kcal per mole
E_HOMO = -4.096 eV
LUMO = 1.4685 eV
Charge = -1
Kohn-Sham gap = 5.56 eV

=====

No. 3
Here is a structure of composition C24H20F6IO3P2STi at a distorted geometry from OMol25. Energies are from the ωB97M-V functional and the def2-TZVPD basis.

```
58
C24H20F6IO3P2STi (the ωB97M-V functional and the def2-TZVPD basis)
Ti -0.7830 -0.1762 0.1649
C -1.3426 -0.1943 2.7148
C -0.1362 0.0440 3.3817
C 0.2760 1.3441 3.6006
C -0.4924 2.4152 3.1469
C -1.6648 2.1900 2.4540
C -2.0985 0.8800 2.2373
H -1.7127 -1.2089 2.6104
H 0.4614 -0.7922 3.7185
H 1.2062 1.5333 4.1197
H -0.1514 3.4283 3.3126
H -2.2449 3.0178 2.0706
H -3.0477 0.6958 1.7486
O -0.6318 -2.3192 0.4168
S 0.8055 -2.3177 0.8087
O 1.1083 -2.8925 2.0800
O 1.1290 -0.8537 0.7034
C 1.6916 -3.2466 -0.4144
C 2.1248 -4.5023 0.0018
C 2.7607 -5.3378 -0.8992
C 2.9745 -4.9101 -2.2019
C 2.5599 -3.6488 -2.5955
C 1.9065 -2.7906 -1.7144
P 1.4348 -1.0764 -2.2085
C 3.1256 -0.4044 -2.4281
C 3.6727 0.2673 -1.3365
C 4.9743 0.7460 -1.3869
C 5.7359 0.5682 -2.5318
C 5.1950 -0.0930 -3.6265
C 3.8980 -0.5799 -3.5749
C 0.8081 -1.2956 -3.9035
C 0.8052 -0.1872 -4.7524
C 0.1779 -0.2478 -5.9865
C -0.4682 -1.4104 -6.3839
C -0.4893 -2.5085 -5.5375
C 0.1403 -2.4506 -4.3025
H 1.9597 -4.8125 1.0229
H 3.0913 -6.3170 -0.5805
H 3.4773 -5.5550 -2.9109
H 2.7475 -3.3158 -3.6085
H 3.0722 0.4180 -0.4478
H 5.3884 1.2670 -0.5333
H 6.7487 0.9479 -2.5751
H 5.7849 -0.2300 -4.5239
H 3.4839 -1.0886 -4.4366
H 1.2907 0.7311 -4.4430
H 0.1858 0.6187 -6.6350
H -0.9622 -1.4557 -7.3457
H -1.0051 -3.4131 -5.8327
H 0.0998 -3.3102 -3.6440
I 0.4065 2.1424 -0.5054
F -1.4843 -0.7825 -1.7615
P -3.1344 -0.4339 -1.5523
F -4.6064 -0.0719 -1.1507
F -3.4921 -1.8759 -2.0501
F -2.8355 -1.0445 0.0108
F -2.5629 0.9652 -0.8737
F -3.1901 0.2222 -2.9696
```

Calculated values
Spin multiplicity = 2
Energy relative to the best compared isomer or geometry (same formula, charge and spin) = 22.5 kcal per mole
E_HOMO (spin up / spin down) = -8.180 / -8.217 eV
LUMO (spin up / spin down) = -1.1471 / -0.6815 eV
<S²> = 0.76
Kohn-Sham gap (spin up / spin down) = 7.03 / 7.54 eV

=====

No. 4
Here is a cluster of 2 separate species, C24H20N2O4 in total at a distorted geometry from OMol25. Energies are from the ωB97M-V functional and the def2-TZVPD basis.

```
50
C24H20N2O4 (the ωB97M-V functional and the def2-TZVPD basis)
C 6.6131 -0.9237 0.0974
C 5.1361 -1.1038 0.0091
C 4.5843 -2.3431 0.3620
C 3.2198 -2.5148 0.4039
C 2.3278 -1.4532 0.0499
C 0.9496 -1.6724 0.2376
C -0.1334 -0.9112 -0.2736
C -0.1438 0.5077 -0.3679
C -1.3099 1.1946 -0.6522
C -2.4846 0.4777 -0.8850
O -3.6903 1.1389 -1.1071
C -3.8876 1.5340 -2.4348
C -4.8485 0.8432 -3.1795
C -4.9588 1.1253 -4.5391
C -4.1741 2.1298 -5.1154
C -3.2287 2.8179 -4.3476
C -3.0560 2.5039 -2.9995
C -2.4952 -0.9235 -0.8962
C -1.3313 -1.5999 -0.6224
C 2.9144 -0.2620 -0.4738
C 4.2858 -0.0729 -0.4101
H 6.8863 0.1261 -0.0270
H 6.9954 -1.2786 1.0622
H 7.1102 -1.5153 -0.6801
H 5.2556 -3.1591 0.6326
H 2.7853 -3.4675 0.7074
H 0.6910 -2.6055 0.7468
H 0.7404 1.0887 -0.1121
H -1.3305 2.2858 -0.6539
H -5.4469 0.0777 -2.6852
H -5.6718 0.5577 -5.1373
H -4.2992 2.3783 -6.1698
H -2.6075 3.6013 -4.7838
H -2.2886 2.9774 -2.3858
H -3.4323 -1.4317 -1.1185
H -1.3159 -2.6888 -0.6515
H 2.2912 0.5047 -0.9253
H 4.7209 0.8906 -0.6840
C 0.0576 0.3780 2.8863
C -1.3366 0.4976 3.0999
O -2.2160 0.8271 2.2909
N -1.7550 0.2054 4.4118
C -0.9737 -0.2351 5.4759
O -1.4177 -0.5534 6.5641
N 0.3830 -0.2560 5.1535
C 0.9724 0.0371 3.9098
O 2.2064 -0.0223 3.8022
H 0.4666 0.6598 1.9332
H -2.7494 0.2091 4.5902
H 0.9902 -0.5816 5.8918
```

Calculated values
Energy relative to the best compared isomer or geometry (same formula, charge and spin) = 50.8 kcal per mole
E_HOMO = -6.868 eV
LUMO = -2.9066 eV
Kohn-Sham gap = 3.96 eV

=====

Number 1: electronic energy -3263.206233 hartree. Number 2: electronic energy -3207.325857 hartree. Number 3: electronic energy -3979.879829 hartree. Number 4: electronic energy -1336.989080 hartree.